C14H17BrIN2O4P | ωB97M-V/def2-TZVPD

Summary:
frontier orbital gap	8.845	eV
SMILES string	O=[N+]([O-])c1ccccc1.O=[N+]([O-])c1ccccc1.CC[PH2](Br)I
HOMO energy	-0.3496	Eh
strongest force on any atom	2.883	eV/Å
energy	-113389.1820	eV

XYZ file:
```
40
Properties=species:S:1:pos:R:3:forces:R:3
O 3.435 2.476 -3.030 -1.7 -0.3 0.7
N 2.309 2.268 -2.554 0.3 0.9 -0.8
O 1.303 2.946 -2.809 1.4 -0.9 0.3
C 2.158 1.144 -1.622 -0.1 -0.7 0.6
C 3.277 0.374 -1.277 -0.1 0.0 0.0
C 3.132 -0.679 -0.371 -0.3 0.3 -0.1
C 1.881 -0.961 0.180 0.0 0.1 -0.2
C 0.766 -0.198 -0.174 0.4 0.1 -0.2
C 0.899 0.859 -1.077 0.1 0.0 0.0
H 4.259 0.580 -1.698 -0.3 0.1 0.0
H 3.996 -1.278 -0.092 -0.2 0.1 -0.1
H 1.774 -1.779 0.890 0.0 0.3 -0.4
H -0.206 -0.426 0.258 0.2 0.1 -0.1
H 0.022 1.445 -1.340 0.3 0.0 0.0
O -3.080 -0.540 -2.564 -1.3 0.9 -0.7
N -3.997 0.113 -3.084 -0.4 -1.1 0.7
O -5.202 -0.157 -2.969 1.8 0.4 -0.1
C -3.632 1.281 -3.893 0.3 0.8 -0.6
C -2.280 1.601 -4.080 -0.1 0.0 0.0
C -1.938 2.700 -4.871 -0.3 -0.1 0.0
C -2.937 3.472 -5.464 0.0 -0.1 0.1
C -4.283 3.158 -5.268 0.3 -0.2 0.2
C -4.637 2.060 -4.482 0.0 0.0 0.0
H -1.490 1.009 -3.624 -0.3 0.0 0.0
H -0.891 2.952 -5.027 -0.2 -0.1 0.1
H -2.665 4.325 -6.085 -0.1 -0.2 0.1
H -5.056 3.767 -5.732 0.1 -0.2 0.1
H -5.691 1.826 -4.341 0.3 -0.1 0.1
C 0.478 -2.642 7.568 -1.2 0.8 0.5
C 1.229 -2.226 6.170 -1.7 1.1 0.5
P 2.573 -3.444 5.576 0.8 0.8 0.2
Br 3.121 -4.124 7.674 0.5 -0.5 0.9
I 2.279 -2.820 3.184 -0.1 0.2 -0.9
H -0.563 -2.056 7.566 2.2 -1.2 -0.1
H 0.195 -3.789 7.646 0.9 2.5 -0.2
H 1.034 -2.246 8.548 -1.1 -1.2 -2.4
H 0.402 -2.100 5.326 2.0 -0.5 1.7
H 1.706 -1.140 6.305 -0.7 -2.5 -0.4
H 3.940 -2.929 5.446 -1.4 -0.6 0.1
H 2.381 -4.821 5.193 -0.1 1.1 0.4
```
Forces are in eV/Å.

C14H17BrN6O3S3 | ωB97M-V/def2-TZVPD

Summary:
frontier orbital gap	8.608	eV
HOMO energy	-0.3151	Eh
strongest force on any atom	8.472	eV/Å
energy	-132422.2730	eV
relative energy (zero: lowest compared OMol25 entry of this formula, charge and spin)	7.58	kcal per mole

XYZ file:
```
44
Properties=species:S:1:pos:R:3:forces:R:3
O 3.449 3.790 0.115 0.7 0.3 0.3
O -0.663 -3.064 2.118 0.1 0.0 -1.2
O -1.528 -1.356 0.615 1.6 -1.2 -0.9
Br -0.504 -6.701 -3.982 0.1 0.1 0.1
N -0.474 2.776 -0.413 1.1 0.8 0.0
N -3.498 2.566 2.503 -0.4 1.4 1.1
N 1.086 -1.767 0.857 -6.7 -5.0 -1.4
S -0.954 4.221 1.692 0.1 -0.8 -0.3
C -1.257 2.862 0.623 0.1 0.0 -0.9
C -3.049 1.661 1.728 -1.0 3.6 2.6
C 0.380 4.620 0.682 0.5 0.8 -0.5
C 0.478 3.819 -0.398 -1.4 -1.2 0.6
C 0.903 -0.568 1.218 3.5 1.3 -0.6
C 0.621 -5.390 -1.704 1.4 0.7 0.3
C -1.602 -4.713 -2.295 -0.7 -0.3 -0.1
C 0.667 -4.408 -0.701 -0.9 0.5 0.1
C -1.621 -3.827 -1.232 -0.8 0.7 0.3
C -0.478 -5.466 -2.548 0.2 -0.4 0.4
C -0.482 -3.620 -0.483 0.9 0.0 0.0
N -3.353 0.424 1.983 -0.1 -3.9 -0.3
N -2.239 1.911 0.703 1.3 -0.5 -1.8
N 2.152 -0.152 1.107 2.7 4.3 -0.3
S 3.080 3.197 -1.192 -0.4 0.1 0.5
C 1.436 3.955 -1.504 0.2 0.2 -0.5
C 2.522 1.226 0.709 0.2 -0.6 0.7
C 2.617 1.462 -0.780 -0.9 -0.2 -0.5
S -0.484 -2.391 0.835 -1.2 -1.2 2.5
H -3.274 3.543 2.286 -0.2 -0.7 -0.3
H 1.003 5.495 0.823 -0.2 -0.1 0.3
H 0.078 0.064 1.521 -0.2 -0.2 -0.1
H 1.538 -5.974 -1.884 -0.7 0.2 0.0
H -2.488 -4.896 -2.897 0.1 0.2 0.1
H 1.533 -4.179 -0.072 -0.1 -0.5 -0.4
H -2.540 -3.290 -0.950 0.5 -0.2 -0.4
H -2.684 -0.265 1.630 -0.7 -0.1 0.4
H -3.853 0.237 2.844 0.2 0.2 -0.4
H -2.149 1.150 0.046 0.4 0.1 -0.3
H 2.675 -0.950 0.695 0.2 1.5 0.5
H 1.606 5.026 -1.674 0.5 -0.3 0.1
H 1.067 3.579 -2.449 -0.3 -0.4 -0.1
H 1.791 1.890 1.130 -0.2 0.4 0.4
H 3.485 1.424 1.129 0.4 0.4 0.5
H 1.637 1.264 -1.213 0.0 -0.1 -0.4
H 3.369 0.817 -1.221 0.1 -0.1 -0.2
```
Forces are in eV/Å.

C14H17CuNO2 | ωB97M-V/def2-TZVPD

Summary:
frontier orbital gap (spin up / spin down)	8.272 / 7.699	eV
HOMO energy (spin up / spin down)	-0.3234 / -0.3321	Eh
<S²>	0.753
multiplicity	2
strongest force on any atom	6.298	eV/Å
energy	-65015.1609	eV

XYZ file:
```
35
Properties=species:S:1:pos:R:3:forces:R:3
C -1.137 -1.106 -2.082 -0.1 0.3 -0.1
C 1.729 -0.217 -2.989 -0.1 0.3 0.1
C -1.533 0.151 -2.313 0.1 -0.3 0.1
H -1.607 -1.615 -1.239 0.0 0.1 -0.1
C 1.444 1.056 -2.690 0.1 -0.3 0.0
H 2.688 -0.595 -2.634 -0.1 0.1 0.0
H -2.272 0.560 -1.624 0.1 -0.1 -0.1
H 2.208 1.606 -2.138 -0.1 -0.1 -0.1
C -1.068 1.109 -3.383 0.1 0.0 0.0
H -1.856 1.853 -3.549 0.1 -0.1 0.0
H -0.926 0.602 -4.339 -0.1 0.1 0.1
C -0.126 -1.955 -2.807 0.1 0.0 -0.2
H -0.656 -2.718 -3.398 0.1 0.1 0.1
H 0.438 -2.517 -2.049 0.0 0.1 -0.1
C 0.883 -1.229 -3.724 -0.1 -0.1 0.1
H 0.362 -0.776 -4.569 0.1 -0.1 0.1
H 1.546 -1.990 -4.151 -0.1 0.1 0.0
C 0.216 1.874 -2.994 -0.2 0.0 0.0
H 0.455 2.595 -3.792 0.0 -0.1 0.1
H -0.001 2.486 -2.107 0.1 -0.1 -0.1
Cu -0.029 -0.034 1.251 -0.4 0.1 -1.3
H -1.388 0.106 0.687 -0.3 -0.2 -0.2
O 0.875 3.080 3.436 -1.4 -5.3 -1.2
C 0.553 1.915 2.923 1.5 6.0 -1.2
O 0.487 1.757 1.612 0.4 0.2 2.2
C 0.236 0.744 3.780 -0.4 -1.6 1.2
C 0.261 0.778 5.179 -0.2 -0.5 0.0
C -0.055 -0.388 5.888 0.0 0.0 -0.8
C -0.391 -1.561 5.199 0.0 0.3 -0.3
C -0.413 -1.553 3.801 0.5 1.6 1.1
N -0.098 -0.408 3.143 0.1 -1.0 1.1
H 0.519 1.685 5.711 0.0 0.0 -0.3
H -0.040 -0.382 6.970 0.0 0.0 -0.1
H -0.635 -2.464 5.744 0.0 0.0 -0.1
H -0.670 -2.446 3.247 0.0 0.2 -0.2
```
Forces are in eV/Å.

C14H17EuN3O | ωB97M-V/def2-TZVPD

Summary:
frontier orbital gap (spin up / spin down)	5.357 / 5.594	eV
HOMO energy (spin up / spin down)	-0.2221 / -0.2311	Eh
<S²>	15.761
multiplicity	8
strongest force on any atom	7.286	eV/Å
energy	-40637.6370	eV

XYZ file:
```
36
Properties=species:S:1:pos:R:3:forces:R:3
C 1.828 2.489 1.854 1.2 3.9 0.5
C 1.585 3.180 0.308 1.3 3.0 2.4
H 0.895 2.184 2.364 0.4 0.1 -0.2
H 2.215 3.333 2.427 -0.1 -0.2 0.2
H 2.614 1.713 1.891 -0.3 0.2 0.0
H 0.521 3.272 0.030 0.3 0.0 0.1
H 1.951 4.199 0.444 -0.1 0.0 -0.2
H 2.210 2.738 -0.495 -0.2 -0.2 0.2
C -0.856 -0.708 2.549 -0.7 -0.2 -0.5
C -1.738 -1.629 3.136 0.2 0.2 -0.3
C -2.712 -2.228 2.333 0.2 0.4 -0.2
C -2.754 -1.920 0.972 0.5 0.4 -0.2
H -0.040 -0.239 3.112 -0.4 -0.2 -0.1
H -1.642 -1.852 4.196 -0.1 -0.1 -0.3
H -3.427 -2.936 2.750 0.2 0.2 -0.1
H -3.478 -2.374 0.299 0.1 -0.1 0.4
N -0.942 -0.360 1.253 -0.5 -1.0 0.0
C -1.822 -1.005 0.439 0.0 0.0 1.6
C -1.688 -0.754 -1.015 0.2 0.4 -1.4
N -0.706 0.105 -1.401 -0.5 -0.6 -0.3
C -0.449 0.271 -2.710 -0.5 -0.3 0.2
C -2.219 -1.239 -3.330 0.2 0.3 0.2
C -1.178 -0.388 -3.712 0.1 0.1 0.5
H 0.383 0.943 -2.943 -0.3 -0.3 0.1
H -0.914 -0.223 -4.753 -0.1 -0.1 0.2
C -2.483 -1.419 -1.972 0.4 0.3 0.5
H -3.277 -2.073 -1.621 0.2 0.1 -0.4
H -2.818 -1.765 -4.073 0.2 0.1 0.1
Eu 1.061 1.024 0.379 -2.2 -6.2 -3.1
C 2.668 0.755 -1.554 -0.5 0.3 0.3
H 2.478 1.327 -2.473 0.5 -0.2 -0.1
H 2.497 -0.324 -1.706 0.3 0.2 -0.1
H 3.668 0.945 -1.132 -0.1 -0.2 -0.5
O 3.417 -2.739 1.318 -0.4 0.6 0.1
C 2.856 -1.684 1.385 -0.1 0.4 0.0
N 2.296 -0.620 1.455 0.7 -1.4 0.5
```
Forces are in eV/Å.

C14H17F3N2O2 | ωB97M-V/def2-TZVPD

Summary:
frontier orbital gap	8.088	eV
SMILES string	CC(=O)N(C(C)=O)[C@H](c1ccc(C(F)(F)F)cc1)N(C)C
HOMO energy	-0.2938	Eh
strongest force on any atom	7.903	eV/Å
energy	-30018.6454	eV
relative energy (zero: lowest compared OMol25 entry of this formula, charge and spin)	70.35	kcal per mole

XYZ file:
```
38
Properties=species:S:1:pos:R:3:forces:R:3
C -1.855 2.018 -1.356 0.0 0.0 0.0
C -1.417 1.479 -0.015 -1.0 -1.9 0.8
O -2.052 0.583 0.550 0.5 2.0 -3.9
N -0.258 2.038 0.619 1.3 0.3 2.9
C -0.132 1.650 1.925 -3.7 -1.9 2.4
C 0.987 2.056 2.844 0.0 0.1 -0.5
O -1.075 0.989 2.376 3.1 1.3 2.4
C 0.889 2.794 0.088 -3.4 -3.3 -6.3
C 2.279 2.213 0.039 1.5 0.1 -1.0
C 3.418 2.703 0.765 -0.7 -0.5 -0.4
C 4.704 2.258 0.442 -0.8 0.5 0.5
C 4.904 1.379 -0.604 0.6 -0.8 -0.2
C 6.306 0.838 -0.850 1.0 -0.4 -0.2
F 6.311 -0.349 -1.537 -0.2 1.2 0.6
F 7.091 1.710 -1.573 -0.8 -0.8 0.7
F 6.980 0.596 0.325 -0.7 0.4 -1.1
C 3.842 0.959 -1.391 -0.6 0.4 0.6
C 2.545 1.404 -1.093 0.3 -0.1 0.2
N 0.847 4.145 0.135 0.3 4.1 1.5
C -0.421 4.870 -0.034 0.3 -0.3 0.1
C 2.026 5.016 -0.152 -1.3 0.1 0.1
H -1.235 2.814 -1.774 -0.3 -0.2 0.0
H -1.900 1.158 -2.029 0.0 0.2 -0.1
H -2.873 2.384 -1.209 0.1 0.0 -0.1
H 1.656 2.762 2.348 0.0 -0.2 0.7
H 0.502 2.483 3.731 0.3 0.0 -0.3
H 1.485 1.125 3.149 0.1 0.4 -0.1
H 0.313 2.426 -0.976 3.2 1.3 0.5
H 3.315 3.487 1.534 0.0 -0.8 -0.4
H 5.541 2.620 1.023 0.0 0.0 0.0
H 3.997 0.304 -2.225 0.1 -0.2 -0.3
H 1.739 1.171 -1.812 0.5 0.0 0.7
H -0.213 5.912 0.244 -0.5 -0.4 0.1
H -0.776 4.886 -1.085 0.1 -0.2 0.3
H -1.201 4.447 0.627 0.3 0.3 -0.4
H 1.579 5.991 -0.389 0.5 -0.2 0.0
H 2.644 5.154 0.735 0.1 0.0 -0.2
H 2.641 4.726 -1.002 0.0 -0.3 0.0
```
Forces are in eV/Å.

C14H17I2LaNO4RhS | ωB97M-V/def2-TZVPD

Summary:
frontier orbital gap (spin up / spin down)	5.119 / 3.912	eV
total charge	+4
HOMO energy (spin up / spin down)	-0.7654 / -0.7851	Eh
<S²>	6.041
multiplicity	5
strongest force on any atom	7.230	eV/Å
energy	-55331.7326	eV
relative energy (zero: lowest compared OMol25 entry of this formula, charge and spin)	17.73	kcal per mole

XYZ file:
```
41
Properties=species:S:1:pos:R:3:forces:R:3
I 0.337 5.347 -0.265 -0.4 -0.4 0.7
I -0.499 3.634 1.595 -0.1 1.1 -0.8
Rh -2.205 -0.916 0.372 -2.0 3.3 -1.5
La 0.473 0.371 0.213 0.8 -0.2 0.4
S -2.059 1.002 -1.137 -0.1 -0.6 0.7
C 0.737 -1.669 -1.524 0.3 -3.9 -4.6
C 2.895 -0.812 -0.506 4.7 -1.4 -1.3
C -2.378 0.647 -2.925 0.5 -0.4 -1.2
C -3.714 1.285 -3.268 -0.3 0.3 0.7
C -2.455 -0.849 -3.183 0.0 -0.3 0.4
C -1.249 1.272 -3.739 0.1 0.3 0.1
C -1.837 -1.380 2.105 1.4 -1.9 6.8
C -1.955 -2.564 -0.406 0.9 -6.5 -2.9
O 3.903 -1.270 -0.819 -3.9 1.7 1.3
O 0.902 -2.434 -2.376 -0.7 3.3 3.8
O -1.727 -1.745 3.212 -0.5 1.4 -4.5
O -1.797 -3.615 -0.878 -0.5 4.0 1.9
H -3.943 1.095 -4.317 0.1 -0.1 0.0
H -3.677 2.362 -3.118 -0.2 0.1 0.0
H -4.507 0.860 -2.652 -0.1 0.1 -0.1
H -2.703 -0.990 -4.246 0.1 0.0 0.3
H -3.239 -1.314 -2.572 0.0 0.0 -0.3
H -1.501 -1.351 -2.978 -0.2 0.1 -0.2
H -1.465 1.139 -4.806 0.1 0.0 0.2
H -0.271 0.827 -3.517 -0.1 -0.1 -0.1
H -1.179 2.343 -3.540 0.0 0.0 -0.1
C 1.804 -2.416 2.135 -0.4 -0.7 0.0
C 2.070 -1.139 2.816 0.0 0.7 -0.5
C 2.588 -0.977 4.111 0.5 1.7 0.9
C 2.785 0.410 4.295 0.1 -1.9 0.2
C 2.411 1.041 3.094 -0.3 -1.0 -0.2
C 2.549 2.464 2.759 0.1 0.4 0.0
N 1.930 0.094 2.201 -0.6 0.2 -0.4
H 1.048 -2.391 1.333 0.1 0.3 -0.1
H 1.421 -3.166 2.839 0.1 0.1 0.0
H 2.715 -2.864 1.714 0.0 0.2 0.1
H 2.814 -1.796 4.784 0.0 0.2 0.1
H 3.201 0.923 5.149 0.0 -0.1 0.1
H 1.682 3.049 3.107 0.4 -0.2 0.2
H 3.434 2.877 3.261 -0.2 0.0 -0.1
H 2.662 2.617 1.678 0.1 0.0 0.1
```
Forces are in eV/Å.